No. 1
Density functional theory data (wB97M-V/def2-TZVPD) for C46H44N4O3OsP2S as an isolated structure.

Values from the calculation:
* Kohn-Sham gap: 3.93 eV
* spin multiplicity: 1
* HOMO energy: -4.15 eV
* max |F|: 0.4 eV/A

Last column: Mulliken charge in e.
Cartesian coordinates (Å):
Os: 0.294 -0.238 -0.120  3.49
S: 0.811 -2.152 1.107  -0.77
P: -1.775 2.082 -1.804  -0.10
P: -2.653 -0.807 -2.036  1.24
O: -1.689 -1.164 -0.946  -0.91
O: 2.592 0.203 -1.931  -0.41
O: -0.728 1.611 -0.851  -0.41
N: -1.228 0.113 1.637  -0.62
N: -0.584 -1.526 4.713  -0.84
N: 0.202 -2.172 3.794  0.41
N: -0.842 -0.695 2.705  0.20
C: -1.070 4.872 4.828  -0.79
C: -5.720 -3.397 -2.786  -0.81
C: 2.612 1.613 -1.691  -0.06
C: 2.301 -0.719 6.593  -0.87
C: -4.568 -2.637 -2.941  -0.37
C: -4.930 -1.667 -0.766  -0.56
C: -0.219 3.337 3.163  0.97
C: -2.407 3.676 -1.284  0.84
C: 3.242 -1.564 6.019  -0.57
C: -6.472 -3.290 -1.627  -0.46
C: -2.129 0.399 4.585  -1.28
C: -1.562 4.463 -0.506  -0.88
C: 3.081 -0.267 3.988  -0.40
C: -0.173 -1.884 -5.014  -0.59
C: 1.459 1.580 3.672  -0.08
C: -3.214 6.209 -0.506  -0.55
C: -0.251 2.352 -6.097  -0.79
C: 2.112 0.602 4.542  0.45
C: -0.152 4.335 5.728  -0.66
C: 0.667 2.709 4.083  0.07
C: -3.664 4.151 -1.657  -0.31
C: -1.970 -1.016 -3.676  0.53
C: -4.172 -1.764 -1.934  0.57
C: 1.751 0.335 5.880  -0.31
C: 0.460 1.648 -5.138  -0.56
C: 3.627 -1.316 4.703  -0.73
C: -0.011 1.586 -3.833  -0.19
C: 1.402 0.828 1.146  -0.90
C: -1.441 2.988 -5.765  -0.71
C: 0.082 -1.681 2.562  0.23
C: -6.077 -2.426 -0.614  -0.81
C: 0.694 3.301 5.373  -0.63
C: -1.199 2.225 -3.498  0.46
C: -0.794 -1.397 -6.153  -0.67
C: 2.119 -2.007 -1.751  -2.08
C: -0.759 -1.693 -3.770  -1.04
C: -2.596 -0.530 -4.823  -0.07
C: -1.201 -0.615 4.038  1.06
C: -4.066 5.418 -1.265  -0.82
C: -1.968 5.734 -0.125  -0.68
C: 1.682 -0.613 -1.342  0.99
C: -2.004 -0.718 -6.060  -0.69
C: -1.918 2.924 -4.467  -1.01
C: 1.434 1.245 2.304  0.27
C: -3.187 0.935 -1.881  -1.17
C: -1.067 4.368 3.533  -0.28
H: 0.521 1.025 -3.076  0.27
H: 3.674 -2.382 6.582  0.38
H: -2.299 0.179 5.636  0.38
H: 0.772 -2.406 -5.086  0.41
H: 0.908 -2.816 4.112  0.27
H: -1.688 1.395 4.496  0.15
H: -0.597 4.078 -0.197  0.31
H: -2.838 3.437 -4.211  0.37
H: 1.338 -2.746 -1.576  0.52
H: 2.430 -2.031 -2.799  0.38
H: -2.153 -0.157 1.311  0.21
H: -7.367 -3.886 -1.508  0.38
H: -6.657 -2.352 0.296  0.42
H: 2.989 -2.289 -1.150  0.40
H: -1.734 5.676 5.117  0.39
H: -3.739 1.018 -0.940  0.70
H: 4.370 -1.949 4.229  0.38
H: -0.082 4.745 6.729  0.39
H: -0.279 -2.046 -2.869  0.56
H: 1.820 1.917 -1.012  -0.17
H: -3.529 7.198 -0.199  0.40
H: -0.198 3.004 2.129  -0.60
H: -1.991 3.540 -6.516  0.44
H: -4.339 3.538 -2.243  0.33
H: 0.969 0.912 6.349  0.47
H: -2.482 -0.333 -6.952  0.42
H: -1.743 4.784 2.793  0.38
H: 1.383 1.146 -5.398  0.56
H: -3.977 -2.735 -3.842  0.39
H: -3.539 0.002 -4.756  0.39
H: 1.967 -0.897 7.609  0.34
H: 3.570 1.855 -1.234  0.34
H: -1.309 6.345 0.478  0.47
H: 3.375 -0.110 2.958  0.46
H: 0.122 2.406 -7.112  0.43
H: 2.540 2.122 -2.654  0.27
H: -4.615 -1.012 0.039  0.19
H: -1.161 1.094 1.907  0.10
H: -6.022 -4.078 -3.570  0.42
H: -0.334 -1.541 -7.122  0.42
H: -5.043 5.786 -1.549  0.42
H: -3.085 0.390 4.058  0.33
H: -3.866 1.199 -2.696  0.60
H: 1.424 2.961 6.091  0.65

Atoms 1-2, force components in eV/Å:
Os -0.36 0.14 0.02
S 0.09 -0.13 0.10


No. 2
Density functional theory data (wB97M-V/def2-TZVPD) for a 7-piece molecular cluster, C46H44N8O14P overall at a distorted geometry.

Values from the calculation:
* charge: -1
* Kohn-Sham gap: 4.58 eV
* spin multiplicity: 1
* HOMO energy: -4.16 eV
* max |F|: 7.9 eV/A

Last column: Mulliken charge in e.
Cartesian coordinates (Å):
P: 2.000 2.029 0.818  0.54
O: 0.649 1.478 -0.188  -0.43
O: 2.488 -4.115 2.438  -0.63
O: -9.467 -3.319 4.229  -0.60
O: 12.137 -4.541 -1.410  -0.60
O: 7.178 -0.752 -3.520  -0.66
O: 1.415 1.186 2.247  -0.57
O: -8.325 1.606 0.636  -0.46
O: 3.433 -3.142 0.745  -0.54
O: 13.835 -4.649 -2.755  -0.61
O: 6.592 -1.480 -1.564  -0.68
O: -2.140 3.747 3.868  -0.57
O: -9.876 -4.788 2.685  -0.61
O: -7.761 3.049 2.150  -0.54
O: -1.942 5.245 2.314  -0.60
N: 2.082 4.102 -1.183  -0.69
N: 3.454 -3.883 1.719  1.03
N: 6.556 -1.514 -2.787  1.15
N: -2.577 4.666 3.186  1.06
N: -8.344 2.731 1.120  0.87
N: -9.383 -3.736 3.079  0.98
N: 12.759 -4.179 -2.402  1.00
N: -4.769 0.760 -1.231  -0.50
C: -0.462 1.555 0.766  0.28
C: -4.674 1.221 0.138  -0.06
C: -8.649 -2.920 2.108  -0.04
C: 5.851 -4.291 1.266  0.26
C: 4.163 -4.499 -4.609  -0.40
C: 4.103 -0.339 0.096  -0.25
C: -3.522 0.525 -1.890  -0.23
C: 4.197 -4.390 -3.222  -0.56
C: 11.104 -1.056 -4.742  -0.54
C: -5.797 6.561 2.919  -0.39
C: -9.802 3.438 -0.745  -0.16
C: 5.678 -2.633 -4.808  -0.39
C: 5.982 -6.068 3.415  -0.44
C: 10.440 -1.491 -3.598  -0.32
C: -4.497 6.133 2.666  -0.39
C: -10.520 5.733 -0.931  -0.41
C: 2.644 2.747 -0.870  -0.60
C: -3.953 5.105 3.434  -0.03
C: 4.782 -5.425 3.124  -0.41
C: 12.302 -1.653 -5.129  -0.33
C: 4.722 -4.543 2.045  -0.13
C: -10.510 4.429 -1.419  -0.54
C: 0.056 0.651 1.998  -0.19
C: 12.845 -2.683 -4.368  -0.39
C: 3.132 0.527 0.345  -0.10
C: -4.699 4.496 4.444  -0.32
C: -7.884 -2.549 -0.143  -0.66
C: -5.997 4.932 4.691  -0.42
C: 4.898 -3.621 -5.401  -0.49
C: -8.562 -3.340 0.781  -0.28
C: 7.047 -4.936 1.567  -0.72
C: -8.056 -1.726 2.520  -0.55
C: 12.179 -3.110 -3.219  0.08
C: -9.123 5.067 0.918  -0.12
C: -3.281 1.472 0.780  -0.30
C: -7.378 -0.945 1.588  -0.01
C: -2.054 0.714 -1.412  -0.36
C: -1.875 1.248 0.082  0.07
C: -7.297 -1.352 0.261  -0.08
C: -9.831 6.052 0.236  -0.45
C: 10.974 -2.522 -2.832  -0.46
C: -6.543 5.964 3.932  -0.50
C: 7.110 -5.825 2.636  -0.41
C: -9.108 3.765 0.419  -0.12
C: 5.717 -2.536 -3.417  0.00
C: 4.977 -3.407 -2.619  0.18
H: 10.447 -2.851 -1.943  0.54
H: 3.186 2.574 1.482  0.07
H: 13.780 -3.137 -4.680  0.42
H: 3.619 -5.075 -2.609  0.40
H: 5.816 -3.602 0.428  0.34
H: 3.910 -5.623 3.739  0.45
H: 3.790 2.787 -0.924  0.30
H: -11.051 4.186 -2.328  0.37
H: 4.866 -3.710 -6.483  0.36
H: -3.926 6.609 1.875  0.46
H: 10.687 -0.247 -5.334  0.39
H: -0.523 0.710 2.990  0.19
H: 12.813 -1.311 -6.024  0.37
H: -6.773 -0.732 -0.461  0.35
H: -6.916 -0.014 1.896  0.26
H: 5.029 -0.894 -0.266  -0.11
H: 2.178 4.723 -0.364  0.27
H: -3.268 1.873 1.867  0.30
H: -3.619 0.136 -2.983  0.25
H: -6.229 7.363 2.328  0.41
H: -7.555 6.305 4.132  0.41
H: -8.113 -1.393 3.551  0.42
H: -1.126 0.497 -2.069  0.32
H: -6.584 4.470 5.479  0.39
H: -9.015 -4.270 0.453  0.43
H: 6.037 -6.761 4.249  0.36
H: 9.507 -1.022 -3.302  0.43
H: 6.246 -1.956 -5.437  0.44
H: -9.844 7.070 0.612  0.39
H: 1.434 3.316 1.156  -0.04
H: -11.067 6.506 -1.465  0.37
H: -4.286 3.691 5.043  0.47
H: -7.816 -2.863 -1.179  0.40
H: 3.559 -5.272 -5.076  0.37
H: -5.633 1.449 0.751  0.11
H: -8.590 5.329 1.827  0.37
H: -9.800 2.426 -1.138  0.45
H: -0.600 2.590 1.248  0.09
H: 1.095 4.027 -1.477  0.28
H: 0.295 -0.467 1.820  0.21
H: 8.043 -6.333 2.863  0.37
H: 2.246 2.001 -1.671  0.25
H: 7.931 -4.749 0.965  0.48
H: 4.997 -3.336 -1.536  0.16

Atoms 1-2, force components in eV/Å:
P 3.11 0.70 -1.19
O -2.81 0.44 2.83


No. 3
Density functional theory data (wB97M-V/def2-TZVPD) for C46H45CrN5O3Si as an isolated structure.

Values from the calculation:
* charge: +1
* Kohn-Sham gap (alpha / beta): 7.20 / 6.85 eV
* spin multiplicity: 4
* HOMO energy (alpha / beta): -10.42 / -10.40 eV
* max |F|: 0.9 eV/A
* expectation value of S²: 3.88

Last column: Mulliken charge in e.
Cartesian coordinates (Å):
Cr: -0.256 0.345 0.165  1.05
Si: 0.973 5.168 -0.367  -0.19
O: 1.021 -0.507 -1.046  -0.06
O: 0.886 2.220 3.563  -0.46
O: -3.862 -2.035 0.744  -0.44
N: -1.825 -1.784 -0.169  1.01
N: 1.318 0.786 1.893  0.61
N: 0.572 -2.621 1.639  0.41
N: 2.474 -2.239 -0.925  0.12
N: -1.444 0.228 1.813  -0.58
C: -2.125 -5.301 -3.631  -0.68
C: -2.229 -3.156 -0.522  -0.64
C: -0.977 1.375 2.228  2.27
C: 3.929 -0.669 1.934  0.33
C: -3.835 1.028 1.264  0.60
C: -0.589 6.163 -0.664  -1.03
C: 2.174 -0.966 -1.173  0.29
C: 1.999 -4.531 1.654  -0.80
C: 5.151 -1.334 1.932  -0.67
C: 0.901 -3.856 3.659  -0.96
C: 5.072 1.408 2.285  -0.59
C: 2.327 2.247 3.439  -0.68
C: 0.462 1.368 2.636  -0.74
C: 1.537 -3.275 -0.485  0.03
C: 0.317 2.184 -0.265  0.61
C: -2.021 -3.559 -1.962  -0.29
C: -3.717 -3.185 -0.113  -0.77
C: 6.287 0.745 2.296  -0.65
C: 3.295 -0.094 -1.661  -1.56
C: -3.767 -0.250 -4.079  -0.95
C: 1.702 5.653 1.301  -0.96
C: 0.332 -2.821 2.930  -0.44
C: 2.264 5.574 -1.664  -1.07
C: -2.474 3.093 1.371  -1.54
C: -1.462 -2.708 -2.904  0.82
C: -2.854 0.613 -1.574  0.86
C: -1.555 2.703 2.255  -1.44
C: -5.241 0.315 -0.689  -0.78
C: -4.622 -0.211 -2.991  -1.14
C: 2.600 1.490 2.118  0.71
C: -1.212 -3.156 -4.195  -1.30
C: 1.377 -3.471 1.005  0.23
C: -5.114 0.628 0.599  -1.58
C: 1.763 -4.722 3.007  -0.58
C: -2.463 0.190 -3.931  -0.65
C: 3.881 0.701 2.121  -0.74
C: -2.370 -4.853 -2.343  -0.61
C: -2.262 1.017 -0.256  0.35
C: -2.643 0.110 0.978  -0.10
C: -2.018 0.609 -2.686  -0.81
C: 0.598 3.370 -0.337  -0.48
C: -3.102 2.159 0.419  -0.18
C: -1.525 -4.457 -4.557  -0.67
C: -4.206 0.244 -1.737  1.39
C: 6.329 -0.632 2.124  -0.68
C: -2.763 -1.305 0.537  -0.18
H: 3.002 -1.199 1.786  0.46
H: 7.204 1.303 2.434  0.42
H: -4.126 -0.603 -5.037  0.43
H: -1.791 0.196 -4.780  0.53
H: -2.405 -6.307 -3.913  0.43
H: 7.277 -1.152 2.143  0.41
H: 1.875 -4.214 -0.921  0.73
H: -0.349 -2.116 3.396  0.43
H: -6.238 0.076 -1.042  0.41
H: -1.195 6.227 0.242  0.29
H: -4.370 -3.037 -0.976  0.47
H: 0.673 -3.973 4.709  0.46
H: 2.664 2.213 1.296  -0.02
H: -4.017 -4.072 0.436  0.39
H: -3.978 1.265 2.317  0.66
H: 2.773 1.753 4.302  0.36
H: 1.946 5.303 -2.671  0.33
H: -0.322 7.181 -0.957  0.37
H: 2.460 6.648 -1.649  0.33
H: -1.205 5.736 -1.457  0.35
H: -1.308 -4.813 -5.555  0.45
H: -3.753 2.675 -0.281  0.68
H: 2.645 -5.203 1.103  0.52
H: 1.107 5.286 2.141  0.27
H: 2.625 3.292 3.408  0.39
H: -0.777 -2.482 -4.923  0.45
H: 5.047 2.486 2.399  0.46
H: 2.904 0.895 -1.887  0.29
H: 5.178 -2.406 1.788  0.50
H: -1.091 3.411 2.928  0.62
H: -6.000 0.651 1.220  0.43
H: 2.718 5.263 1.402  0.25
H: -1.650 -3.838 0.113  0.51
H: 4.062 -0.008 -0.889  0.32
H: -0.995 0.948 -2.567  0.45
H: 3.203 5.059 -1.453  0.32
H: 3.427 -2.521 -1.089  0.34
H: -5.650 -0.536 -3.108  0.42
H: 2.238 -5.535 3.539  0.45
H: 3.753 -0.517 -2.555  0.50
H: 1.760 6.741 1.384  0.48
H: 0.571 -3.018 -0.898  -1.00
H: -1.231 -1.689 -2.628  0.66
H: -2.835 4.115 1.391  0.54
H: -2.837 -5.516 -1.622  0.44

Atoms 1-2, force components in eV/Å:
Cr -0.06 -0.05 -0.77
Si 0.16 0.27 0.07


No. 4
Density functional theory data (wB97M-V/def2-TZVPD) for C46H45FN7O4RuS as an isolated structure.

Values from the calculation:
* charge: +2
* relative energy (zero: lowest compared OMol25 entry of this formula, charge and spin): 39.3 kcal/mol
* Kohn-Sham gap (alpha / beta): 6.61 / 6.68 eV
* spin multiplicity: 2
* HOMO energy (alpha / beta): -11.26 / -11.35 eV
* max |F|: 0.6 eV/A
* expectation value of S²: 0.76

Last column: Mulliken charge in e.
Cartesian coordinates (Å):
Ru: 2.793 1.465 -0.040  0.64
S: 0.167 -7.247 0.931  -0.26
F: -3.366 -0.534 2.336  -0.37
O: 1.449 2.301 -3.884  -0.73
O: -1.423 -6.598 -1.091  -0.52
O: 0.581 1.619 0.189  -0.58
O: 2.401 1.670 -1.994  -0.16
N: 4.623 1.113 -0.977  0.63
N: 2.764 3.670 0.141  1.30
N: 4.106 1.897 1.744  1.43
N: -2.267 1.219 -2.746  0.36
N: -8.004 -0.271 0.419  -0.16
N: -5.495 -0.461 0.432  0.33
N: 1.735 1.166 2.638  0.55
C: -2.904 0.676 -5.137  -1.05
C: 2.507 -4.020 0.462  -0.65
C: -7.510 -0.745 1.754  -0.73
C: 5.798 2.903 0.145  -1.00
C: 0.170 0.194 4.156  -1.02
C: -1.001 1.567 -3.035  -0.79
C: 0.230 -3.247 0.394  -0.38
C: 1.600 -2.964 0.348  0.00
C: -5.984 -0.544 1.802  -0.70
C: 6.425 2.124 -2.158  -0.87
C: -3.271 1.217 -3.789  -0.34
C: -6.053 -1.521 -0.393  -0.61
C: 2.434 -0.471 0.070  -0.77
C: 2.050 -1.618 0.198  0.72
C: -3.832 -0.098 -4.252  -0.35
C: -0.224 -4.540 0.561  -0.55
C: 2.181 4.489 -0.743  -0.71
C: -2.577 0.861 -1.442  -0.10
C: 1.370 1.915 -2.734  -0.49
C: 2.490 5.332 1.821  -1.28
C: -7.524 -1.184 -0.680  -0.78
C: 0.500 1.043 3.117  -1.28
C: 4.593 0.146 -1.917  -0.46
C: 0.689 -5.584 0.660  0.31
C: 0.024 1.619 -2.136  0.48
C: -1.058 -7.472 -0.354  0.79
C: 5.548 2.049 1.384  -1.87
C: 2.932 4.087 1.397  0.67
C: 4.090 0.813 2.759  -1.61
C: 1.882 6.175 0.910  -0.43
C: 1.180 -0.566 4.734  -0.59
C: 2.480 -0.394 4.287  -1.24
C: -1.895 0.445 0.816  -0.47
C: 1.739 5.751 -0.404  -1.09
C: 5.573 2.052 -1.070  0.64
C: 6.355 1.164 -3.149  -0.56
C: 2.704 0.498 3.248  0.84
C: 5.452 0.127 -2.994  -0.77
C: -1.556 -8.892 -0.398  -1.12
C: -0.223 1.409 -0.750  0.74
C: -4.180 -0.014 0.162  -1.43
C: 3.673 3.192 2.350  -1.56
C: -3.145 -0.021 1.106  -0.06
C: -3.871 0.444 -1.107  -0.76
C: 2.053 -5.320 0.605  -0.69
C: -1.577 0.922 -0.457  0.51
H: 5.228 3.831 0.146  0.21
H: -0.478 -2.432 0.308  0.47
H: 5.963 1.059 1.200  0.70
H: -3.427 -0.989 -3.791  0.22
H: -0.780 -9.536 -0.811  0.32
H: 1.291 6.384 -1.156  0.50
H: 3.829 -0.605 -1.794  0.36
H: -0.849 0.135 4.511  0.51
H: 1.533 7.152 1.216  0.45
H: 0.961 -1.259 5.535  0.47
H: -9.021 -0.194 0.405  0.34
H: 6.063 2.456 2.258  0.60
H: -5.508 -1.600 -1.329  0.52
H: 2.635 5.635 2.850  0.54
H: 3.061 3.013 3.230  0.73
H: -0.783 1.816 -4.065  0.88
H: 7.165 2.912 -2.191  0.49
H: -7.661 -0.649 -1.618  0.42
H: -4.882 -0.137 -4.510  0.30
H: 4.545 -0.065 2.299  0.61
H: -2.439 -8.933 -1.030  0.31
H: -3.307 1.190 -5.997  0.28
H: -8.025 -0.187 2.532  0.38
H: -3.929 2.077 -3.751  0.42
H: -5.975 -2.493 0.109  0.30
H: 4.715 1.106 3.611  0.53
H: 5.378 -0.678 -3.710  0.48
H: 3.569 -3.818 0.423  0.49
H: -1.792 -9.254 0.602  0.34
H: -1.909 0.278 -5.266  0.36
H: 4.559 3.736 2.694  0.69
H: -4.645 0.477 -1.859  1.00
H: 3.306 -0.931 4.734  0.54
H: -0.234 1.686 2.646  1.50
H: -8.164 -2.064 -0.671  0.37
H: 2.091 4.110 -1.752  0.67
H: 7.013 1.208 -4.006  0.44
H: -5.740 0.381 2.323  0.50
H: 2.761 -6.136 0.669  0.43
H: -7.615 0.659 0.248  0.38
H: -1.284 -4.744 0.603  0.44
H: -1.128 0.372 1.571  1.02
H: -5.554 -1.373 2.369  0.40
H: -7.795 -1.793 1.827  0.36
H: 6.851 3.189 0.145  0.73

Atoms 1-2, force components in eV/Å:
Ru 0.01 0.37 -0.45
S 0.02 -0.07 0.09